Here is a 2-piece molecular cluster, C6H12N2S overall from the Open Molecules 2025 dataset. Energies are from ωB97M-V with the def2-TZVPD basis set.

```
21
Properties=species:S:1:pos:R:3:forces:R:3
C 2.473 0.332 1.367 0.37 1.77 0.13
C 2.091 1.087 0.129 0.15 -1.37 -0.72
C 0.875 1.324 -0.444 -0.55 0.82 0.60
N 1.136 1.866 -1.671 0.14 0.06 -0.87
C 2.483 1.843 -1.848 -0.36 -0.35 -0.34
N 3.074 1.346 -0.801 0.52 0.43 0.16
H 3.552 0.440 1.410 0.24 -0.40 0.03
H 2.200 -0.711 1.346 -0.25 -0.17 0.18
H 2.136 0.899 2.242 -0.36 -0.63 0.12
H -0.125 1.376 -0.042 0.07 -0.33 0.04
H 0.485 2.049 -2.419 -0.08 0.09 0.32
H 2.922 2.093 -2.809 0.08 0.08 0.36
C -3.125 -0.929 0.869 -0.58 -0.22 0.74
C -1.965 -1.845 0.496 0.17 0.97 -0.10
S -2.376 -3.151 -0.666 -0.02 -0.74 0.25
H -3.721 -1.369 1.678 -0.08 -0.22 -0.34
H -3.810 -0.714 0.046 0.23 0.01 -0.04
H -2.796 0.006 1.317 0.33 0.23 -0.25
H -1.153 -1.252 0.065 0.00 -0.12 0.07
H -1.575 -2.313 1.397 0.07 -0.20 -0.10
H -2.781 -2.377 -1.663 -0.09 0.31 -0.24
```
Positions in Å, forces in eV/Å.

- LUMO level: 0.634 eV
- SMILES: Cc1c[nH]cn1.CCS
- 2S+1: 1
- ΔE to the lowest compared entry with this formula, charge and spin: 9.9 kcal/mol